(1)
ORCA calculation (wB97M-V/def2-TZVPD) on 13 unconnected molecules or ions with the total composition C32H80BN2O20.

HOMO ... -7.5 eV

```
! RIJCOSX wB97M-V def2-TZVPD def2/J DEFGRID3
* xyz -1 1
O -13.639 9.519 -21.634
C -13.692 8.535 -20.907
O -14.606 8.200 -20.003
B -14.212 6.917 -19.350
O -12.876 6.605 -19.772
C -12.553 7.474 -20.754
O -11.501 7.456 -21.388
O -15.125 5.771 -19.522
C -15.421 5.296 -18.390
O -16.120 4.309 -18.250
C -14.876 6.227 -17.276
O -14.173 7.138 -17.861
O -15.027 5.989 -16.075
C -16.097 1.682 -20.701
O -15.592 0.949 -21.784
H -15.345 2.367 -20.310
H -16.894 2.314 -21.093
H -16.515 1.104 -19.877
H -14.889 0.509 -21.299
C -13.999 5.503 -12.788
O -14.755 4.793 -13.795
H -12.937 5.619 -13.004
H -14.438 6.473 -12.550
H -14.044 4.844 -11.921
H -14.858 5.393 -14.537
C -17.598 2.924 -15.719
O -18.289 2.011 -14.898
H -18.100 3.891 -15.669
H -16.558 2.840 -15.406
H -17.575 2.633 -16.769
H -18.206 1.175 -15.362
C -8.184 8.599 -20.916
O -6.984 8.890 -20.728
N -9.254 9.132 -20.388
N -8.531 7.578 -21.619
H -9.199 10.055 -19.980
H -10.147 8.776 -20.699
H -7.794 7.003 -22.002
H -9.489 7.274 -21.719
C -11.424 12.106 -21.248
C -11.064 12.280 -19.759
C -11.673 11.209 -18.855
O -9.684 12.129 -19.713
H -11.196 11.113 -21.634
H -10.950 12.874 -21.858
H -12.512 12.166 -21.290
H -11.370 13.273 -19.431
H -11.285 11.302 -17.840
H -11.447 10.246 -19.314
H -12.749 11.348 -18.751
H -9.240 12.945 -19.957
C -9.869 4.067 -20.976
C -8.856 4.225 -19.812
C -9.401 4.975 -18.606
O -8.364 2.968 -19.449
H -10.210 5.047 -21.310
H -10.774 3.563 -20.637
H -9.442 3.614 -21.871
H -8.071 4.869 -20.207
H -8.779 5.254 -17.756
H -10.187 4.451 -18.062
H -9.852 5.896 -18.977
H -7.802 3.031 -18.673
C -13.013 8.002 -26.359
C -12.823 8.018 -24.849
C -11.483 8.645 -24.482
O -13.895 8.726 -24.258
H -12.196 7.566 -26.935
H -13.153 9.018 -26.728
H -13.864 7.379 -26.636
H -12.877 7.018 -24.419
H -10.707 7.923 -24.734
H -11.454 8.911 -23.425
H -11.338 9.632 -24.922
H -13.559 9.104 -23.442
C -17.604 8.359 -17.084
C -18.571 9.463 -16.550
C -18.102 10.053 -15.153
O -18.793 10.493 -17.502
H -17.988 7.714 -17.874
H -17.384 7.673 -16.266
H -16.630 8.764 -17.361
H -19.550 9.007 -16.400
H -18.658 10.894 -14.739
H -17.089 10.432 -15.286
H -18.049 9.241 -14.428
H -18.806 9.964 -18.303
C -11.933 3.080 -24.218
C -11.482 4.254 -25.075
C -10.411 5.077 -24.370
O -10.975 3.697 -26.288
H -12.267 3.380 -23.224
H -11.106 2.378 -24.116
H -12.731 2.441 -24.596
H -12.333 4.857 -25.392
H -10.635 5.364 -23.342
H -10.034 5.870 -25.016
H -9.513 4.464 -24.293
H -10.093 3.327 -26.205
C -12.264 9.312 -15.662
C -12.042 7.965 -15.054
C -11.293 6.986 -15.908
O -11.269 8.169 -13.899
H -12.709 10.043 -14.987
H -12.914 9.302 -16.537
H -11.359 9.837 -15.968
H -13.001 7.524 -14.784
H -11.984 6.612 -16.663
H -10.870 6.144 -15.361
H -10.433 7.422 -16.415
H -11.705 8.907 -13.468
C -14.605 13.264 -24.551
C -14.609 11.760 -24.252
C -15.951 11.272 -23.783
O -14.369 11.141 -25.455
H -13.674 13.504 -25.064
H -14.589 13.795 -23.599
H -15.498 13.630 -25.059
H -13.768 11.546 -23.592
H -15.922 10.183 -23.763
H -16.838 11.641 -24.297
H -16.062 11.611 -22.753
H -14.262 10.293 -25.019
C -17.742 8.243 -21.237
C -18.635 9.463 -21.051
C -19.531 9.761 -22.166
O -19.488 9.150 -19.972
H -18.342 7.367 -21.484
H -17.348 8.003 -20.250
H -16.883 8.420 -21.885
H -17.994 10.317 -20.832
H -20.261 10.543 -21.963
H -20.205 8.957 -22.463
H -19.046 9.959 -23.122
H -20.243 8.645 -20.283
*
```

(2)
ORCA calculation (wB97M-V/def2-TZVPD) on 9 unconnected molecules or ions with the total composition C32H80Cl10N9O5P3.

Structure (SMILES) ... CN(C)P(=O)(N(C)C)N(C)C.CN(C)P(=O)(N(C)C)N(C)C.CN(C)P(=O)(N(C)C)N(C)C.O=C1CCCO1.ClCCCl.ClCCCl.ClCCCl.ClCCCl.ClCCCl
Energy relative to the best compared isomer or geometry (same formula, charge and spin) ... 0.00 kJ/mol
HOMO ... -8.0 eV

```
! RIJCOSX wB97M-V def2-TZVPD def2/J DEFGRID3
* xyz 0 1
C 5.938 1.400 3.432
N 4.599 1.932 3.138
C 4.091 1.697 1.805
P 3.915 2.928 4.285
O 4.913 3.219 5.321
N 3.312 4.255 3.496
C 4.250 5.340 3.323
C 2.223 4.194 2.538
N 2.562 2.126 4.837
C 2.696 0.877 5.558
C 1.446 2.926 5.347
H 5.991 1.017 4.452
H 6.699 2.187 3.365
H 6.190 0.620 2.724
H 4.279 2.538 1.132
H 3.018 1.517 1.871
H 4.574 0.826 1.368
H 3.723 6.288 3.179
H 4.789 5.526 4.254
H 4.979 5.165 2.524
H 1.780 5.190 2.485
H 2.542 3.846 1.559
H 1.427 3.538 2.892
H 2.967 1.060 6.606
H 1.768 0.302 5.481
H 3.502 0.265 5.144
H 1.633 3.175 6.404
H 0.518 2.355 5.316
H 1.345 3.871 4.829
C 0.281 2.733 -3.447
N 0.917 1.484 -3.829
C 0.034 0.467 -4.414
P 2.474 1.584 -4.394
O 2.662 2.040 -5.780
N 3.221 2.602 -3.318
C 3.465 4.003 -3.654
C 3.479 2.179 -1.956
N 3.039 0.061 -4.132
C 2.701 -0.773 -2.989
C 4.067 -0.499 -5.006
H 0.586 3.049 -2.446
H -0.793 2.587 -3.507
H 0.609 3.539 -4.115
H -0.849 0.320 -3.791
H 0.553 -0.489 -4.494
H -0.330 0.723 -5.418
H 3.507 4.102 -4.736
H 2.648 4.663 -3.310
H 4.366 4.344 -3.142
H 3.716 3.064 -1.367
H 2.583 1.711 -1.541
H 4.335 1.499 -1.904
H 3.634 -0.921 -2.417
H 2.013 -0.243 -2.341
H 2.357 -1.757 -3.302
H 3.881 -1.569 -5.138
H 5.059 -0.409 -4.534
H 4.071 0.009 -5.965
C -6.782 -0.812 -4.242
N -5.539 -0.562 -4.938
C -5.562 -0.823 -6.376
P -4.121 -0.078 -4.243
O -2.977 -0.088 -5.165
N -4.327 1.452 -3.624
C -3.976 2.591 -4.473
C -5.136 1.698 -2.440
N -3.961 -1.028 -2.900
C -2.899 -0.752 -1.956
C -4.374 -2.419 -2.937
H -7.600 -0.336 -4.788
H -6.794 -0.503 -3.203
H -6.976 -1.895 -4.268
H -4.902 -0.113 -6.872
H -6.576 -0.648 -6.727
H -5.168 -1.818 -6.589
H -3.994 2.302 -5.521
H -4.689 3.402 -4.319
H -2.972 2.934 -4.212
H -5.013 2.723 -2.093
H -6.213 1.611 -2.668
H -4.903 0.960 -1.683
H -1.978 -1.265 -2.274
H -2.601 0.301 -1.951
H -3.143 -0.998 -0.921
H -5.415 -2.537 -3.215
H -4.107 -2.879 -1.984
H -3.782 -3.013 -3.654
O 0.426 -2.878 -1.897
C 0.082 -3.723 -1.131
C 0.918 -4.404 -0.051
C -0.174 -5.025 0.817
C -1.304 -5.295 -0.169
O -1.165 -4.255 -1.160
H 1.537 -5.108 -0.619
H 1.580 -3.700 0.438
H 0.171 -5.925 1.327
H -0.463 -4.258 1.536
H -1.197 -6.218 -0.739
H -2.236 -5.287 0.393
Cl 6.204 -5.610 2.825
C 4.720 -4.638 3.011
C 4.818 -3.254 2.441
Cl 4.706 -3.243 0.668
H 4.518 -4.590 4.083
H 3.886 -5.206 2.604
H 5.670 -2.684 2.791
H 3.953 -2.708 2.833
Cl -2.547 -2.180 1.569
C -4.066 -3.097 1.789
C -5.109 -2.165 2.355
Cl -6.633 -3.049 2.623
H -3.852 -3.902 2.492
H -4.333 -3.589 0.856
H -5.286 -1.290 1.739
H -4.782 -1.842 3.341
Cl 1.296 -1.860 2.257
C 0.419 -0.361 1.800
C 0.315 -0.326 0.290
Cl -0.037 1.301 -0.349
H 0.971 0.476 2.221
H -0.535 -0.399 2.319
H -0.381 -1.039 -0.139
H 1.320 -0.551 -0.070
Cl -2.155 -5.018 5.423
C -1.969 -3.261 5.384
C -0.523 -2.859 5.282
Cl -0.455 -1.073 5.299
H -2.402 -2.784 6.264
H -2.518 -2.835 4.546
H -0.116 -3.193 4.326
H 0.165 -3.217 6.040
Cl -1.429 2.195 3.348
C -3.208 2.080 3.245
C -3.693 2.644 1.923
Cl -3.684 1.405 0.651
H -3.657 2.606 4.084
H -3.431 1.021 3.355
H -3.082 3.509 1.684
H -4.728 2.966 2.012
*
```

(3)
ORCA calculation (wB97M-V/def2-TZVPD) on a molecular structure, C32H80F6NO34PtS12.

Expectation value of S² ... 2.04
Energy relative to the best compared isomer or geometry (same formula, charge and spin) ... 408.85 kJ/mol
HOMO (spin up / spin down) ... -11.9 / -11.9 eV

```
! RIJCOSX wB97M-V def2-TZVPD def2/J DEFGRID3
* xyz 1 3
Pt 0.028 -1.605 3.564
C 1.873 0.066 -1.023
F 2.062 1.057 -1.934
F 2.346 -1.105 -1.541
F 2.327 0.388 0.175
S -0.159 -0.084 -0.788
O -0.575 0.864 0.220
O -0.864 0.001 -2.075
N -0.110 -1.606 0.117
S -0.514 -2.576 -1.104
O -1.945 -2.835 -1.200
O 0.177 -2.473 -2.397
C 0.215 -4.221 -0.403
F -0.212 -4.436 0.873
F -0.206 -5.265 -1.116
F 1.572 -4.155 -0.416
O -6.685 -3.759 -8.683
S -6.548 -2.751 -7.633
O -6.736 -1.334 -7.841
O -7.445 -3.119 -6.267
C -7.597 -4.545 -5.965
C -7.603 -4.726 -4.490
C -4.850 -2.856 -6.779
H -6.851 -5.108 -6.525
H -8.609 -4.839 -6.244
H -6.703 -4.258 -4.091
H -7.366 -5.758 -4.234
H -8.481 -4.409 -3.927
H -4.711 -3.882 -6.439
H -4.923 -2.153 -5.950
H -4.080 -2.454 -7.438
O -4.113 -3.245 4.024
S -5.450 -3.872 4.296
O -5.623 -5.197 4.870
O -6.323 -2.778 5.195
C -7.494 -3.298 5.900
C -8.240 -2.178 6.681
C -6.487 -3.752 2.796
H -6.962 -4.033 6.503
H -8.226 -3.815 5.279
H -7.612 -1.334 6.966
H -8.925 -2.493 7.469
H -8.948 -1.663 6.032
H -6.293 -4.634 2.185
H -6.369 -2.831 2.227
H -7.506 -3.805 3.181
O 3.920 6.807 -2.667
S 2.889 6.780 -3.701
O 2.731 5.694 -4.693
O 1.403 7.142 -3.061
C 1.366 7.726 -1.728
C 1.462 6.620 -0.695
C 3.053 8.393 -4.608
H 0.465 8.305 -1.523
H 2.146 8.487 -1.710
H 0.574 5.989 -0.694
H 1.535 6.976 0.333
H 2.371 6.037 -0.841
H 3.132 9.056 -3.746
H 2.171 8.529 -5.234
H 3.966 8.321 -5.199
O -2.538 -10.530 4.383
S -1.376 -10.442 5.271
O -1.422 -10.742 6.678
O -0.149 -11.281 4.602
C 0.015 -11.300 3.160
C 1.405 -10.847 2.714
C -0.693 -8.802 5.055
H -0.682 -10.667 2.612
H -0.163 -12.337 2.874
H 1.594 -11.170 1.690
H 2.125 -11.219 3.443
H 1.612 -9.793 2.529
H -0.357 -8.705 4.022
H 0.257 -8.785 5.588
H -1.395 -8.119 5.533
O 10.014 2.212 -0.299
S 10.582 2.955 -1.424
O 12.019 2.850 -1.596
O 9.741 2.600 -2.857
C 8.302 2.643 -2.879
C 7.797 2.074 -4.233
C 10.092 4.736 -1.161
H 7.864 3.641 -2.861
H 7.906 2.027 -2.072
H 8.258 1.129 -4.519
H 8.063 2.742 -5.052
H 6.710 1.995 -4.240
H 9.020 4.929 -1.125
H 10.537 5.175 -2.054
H 10.592 5.158 -0.289
O 6.245 -3.799 3.843
S 5.862 -2.565 3.140
O 4.428 -2.172 2.962
O 6.677 -1.304 3.865
C 8.049 -1.585 4.288
C 8.664 -0.425 5.041
C 6.783 -2.497 1.472
H 8.703 -1.758 3.433
H 8.110 -2.512 4.860
H 8.015 -0.111 5.858
H 8.796 0.395 4.334
H 9.710 -0.650 5.249
H 6.777 -1.442 1.197
H 6.154 -3.060 0.783
H 7.775 -2.935 1.590
O 2.191 4.167 5.978
S 3.055 3.109 5.422
O 2.539 1.932 4.732
O 4.135 3.840 4.415
C 5.226 4.604 4.831
C 6.084 4.926 3.593
C 4.079 2.450 6.817
H 5.799 4.019 5.550
H 4.831 5.515 5.281
H 6.891 5.635 3.779
H 5.517 5.426 2.808
H 6.522 3.973 3.298
H 3.420 1.884 7.475
H 4.649 3.198 7.369
H 4.762 1.752 6.333
O -1.090 0.567 -9.802
S 0.110 0.694 -10.613
O 0.460 1.937 -11.303
O 1.394 0.267 -9.701
C 1.773 1.104 -8.634
C 1.161 0.607 -7.356
C 0.292 -0.762 -11.748
H 1.323 2.080 -8.814
H 2.837 1.258 -8.816
H 1.189 1.390 -6.597
H 1.775 -0.236 -7.039
H 0.142 0.258 -7.517
H 1.339 -1.065 -11.762
H -0.158 -0.537 -12.715
H -0.344 -1.481 -11.232
O -2.974 1.324 4.834
S -4.224 2.028 4.991
O -5.366 1.663 4.153
O -4.609 2.005 6.632
C -3.722 2.625 7.562
C -4.139 1.878 8.867
C -3.976 3.820 4.670
H -3.893 3.697 7.657
H -2.669 2.447 7.344
H -5.193 1.931 9.141
H -3.516 2.170 9.713
H -3.863 0.844 8.663
H -3.214 4.200 5.350
H -4.860 4.418 4.893
H -3.769 3.713 3.605
O -9.169 4.695 -1.767
S -8.254 3.795 -2.558
O -8.074 3.966 -3.981
O -6.791 3.709 -1.786
C -5.634 3.735 -2.560
C -5.212 5.102 -3.112
C -8.725 2.039 -2.256
H -5.642 2.981 -3.347
H -4.817 3.477 -1.885
H -5.644 5.359 -4.080
H -4.157 4.994 -3.363
H -5.333 5.954 -2.444
H -7.966 1.438 -2.756
H -9.694 1.881 -2.729
H -8.733 1.891 -1.176
*
```

no.,electronic energy (Ha)
1,-2906.65779
2,-7762.44934
3,-9375.96371